(1)
C5H24N2O5 | ωB97M-V with the def2-TZVPD basis set

Geometry (Å):
N1 1.087 -3.325 0.449
C1 0.019 -2.393 0.748
C2 -0.936 -2.135 -0.439
N2 -0.450 -1.125 -1.342
C3 -2.464 0.416 -1.305
C4 -0.946 0.238 -1.142
C5 -0.125 1.165 -2.049
H1 0.850 -4.055 -0.226
H2 1.956 -2.886 0.106
H3 -0.450 -2.669 1.672
H4 0.546 -1.460 0.971
H5 -1.835 -1.761 0.048
H6 -1.366 -2.968 -0.994
H7 -0.532 -1.484 -2.283
H8 -2.704 1.458 -1.459
H9 -2.924 -0.178 -2.102
H10 -2.899 0.057 -0.370
H11 -0.655 0.551 -0.138
H12 0.936 1.013 -1.850
H13 -0.136 0.842 -3.101
H14 -0.431 2.200 -1.998
H15 0.957 0.352 2.519
H16 0.356 1.078 3.784
O1 0.146 0.518 3.028
H17 1.077 3.833 0.765
H18 0.323 2.767 -0.006
O2 1.189 3.199 0.038
H19 1.660 -1.214 -1.093
H20 2.387 -0.541 0.088
O3 2.544 -1.048 -0.723
H21 1.819 1.773 0.846
H22 3.187 1.098 1.358
O4 2.250 1.220 1.539
H23 -0.918 1.675 2.090
H24 -2.169 1.645 1.234
O5 -1.350 2.143 1.337

## Properties
Total charge: +1
Kohn-Sham gap (alpha / beta) (eV): 11.63 / 5.29
2S+1: 2
LUMO energy (alpha / beta) (eV): -2.67 / -8.14
⟨S²⟩: 0.76

---

(2)
C5H24N2O6 | ωB97M-V with the def2-TZVPD basis set

Geometry (Å):
N1 0.383 -2.833 -0.343
C1 -0.096 -2.234 -1.613
C2 0.424 -0.754 -1.767
N2 0.010 0.260 -0.822
C3 -1.888 1.721 -0.457
C4 -1.406 0.268 -0.443
C5 -1.549 -0.292 0.985
O1 -0.549 0.124 1.928
H1 1.369 -2.739 -0.182
H2 -0.271 -2.588 0.370
H3 0.664 0.376 -0.066
H4 0.199 -2.802 -2.486
H5 -1.160 -2.141 -1.412
H6 0.043 -0.427 -2.752
H7 1.524 -0.757 -1.737
H8 -0.357 1.093 1.845
H9 -2.642 1.996 0.303
H10 -1.094 2.403 -0.138
H11 -2.228 1.985 -1.445
H12 -1.941 -0.477 -1.012
H13 -1.610 -1.377 1.125
H14 -2.503 0.005 1.440
H15 -4.410 -1.017 -1.061
H16 -4.293 -2.393 -0.296
O2 -3.976 -1.465 -0.316
H17 2.002 3.354 -0.858
H18 1.872 2.248 -1.837
O3 2.034 3.193 -1.816
H19 3.092 -0.004 -0.199
H20 2.568 0.027 1.083
O4 2.908 0.682 0.443
H21 1.498 -1.730 1.976
H22 2.667 -2.666 1.466
O5 2.267 -1.801 1.409
H23 1.680 2.726 2.316
H24 0.425 3.267 1.502
O6 0.718 2.651 2.156

## Properties
Kohn-Sham gap (eV): 8.38
LUMO energy (eV): 0.37

---

(3)
C5H24NO8S | ωB97M-V with the def2-TZVPD basis set

Geometry (Å):
C1 0.165 -0.864 0.337
C2 1.408 -1.776 0.262
S1 2.472 -1.753 1.729
C3 -0.255 -0.497 -1.076
N1 -0.737 0.745 -1.388
C4 -0.598 1.891 -0.469
C5 -1.883 0.825 -2.281
O1 -0.144 -1.304 -2.002
H1 0.471 0.078 0.780
H2 -0.586 -1.408 0.883
H3 1.104 -2.786 -0.032
H4 1.973 -1.517 -0.636
H5 -1.404 1.848 0.256
H6 0.445 1.910 -0.161
H7 -0.651 2.800 -1.072
H8 -1.481 1.084 -3.272
H9 -2.605 1.569 -1.959
H10 -2.402 -0.115 -2.512
H11 -1.636 1.306 2.467
H12 -1.040 1.082 3.851
O2 -1.635 1.672 3.356
H13 3.196 -0.334 -3.636
H14 1.978 -1.071 -3.239
O3 2.498 -0.876 -4.033
H15 0.981 0.132 2.761
H16 0.792 -0.895 3.723
O4 0.583 0.050 3.647
H17 -0.902 -2.989 1.074
H18 -1.646 -3.906 2.106
O5 -1.631 -3.602 1.193
H19 3.373 0.121 0.651
H20 4.641 1.090 0.661
O6 3.686 1.048 0.623
H21 -0.685 3.560 3.023
H22 -0.546 4.757 2.210
O7 -0.982 3.894 2.165
H23 -1.526 -1.416 -3.461
H24 -2.404 -2.515 -2.920
O8 -2.387 -1.837 -3.607

## Properties
Total charge: -1
Kohn-Sham gap (eV): 6.86
LUMO energy (eV): 2.85

---

(4)
C5H24NO9 | ωB97M-V with the def2-TZVPD basis set

Geometry (Å):
C1 1.429 -1.236 -0.265
C2 0.300 -2.084 0.383
C3 0.715 -3.453 0.965
C4 -0.911 -2.195 -0.543
N1 1.588 0.139 0.213
C5 0.508 1.024 0.099
O1 -0.250 0.932 -0.925
O2 0.501 1.971 0.908
H1 1.217 -1.252 -1.336
H2 2.431 -1.631 -0.070
H3 -0.069 -1.419 1.180
H4 1.332 -3.233 1.842
H5 1.174 -4.037 0.178
H6 -0.149 -3.705 1.591
H7 -1.770 -2.565 0.012
H8 -0.611 -2.663 -1.490
H9 -1.165 -1.230 -0.943
H10 2.114 0.160 1.074
H11 -1.998 3.469 0.013
H12 -1.161 2.869 1.077
O3 -2.039 3.290 0.966
H13 -3.129 -0.247 -0.299
H14 -2.324 0.220 -1.294
O4 -3.175 -0.246 -1.271
H15 3.705 -1.575 2.098
H16 2.355 -2.066 2.742
O5 2.951 -1.326 2.636
H17 -2.774 2.343 -2.151
H18 -1.609 2.004 -1.260
O6 -2.077 2.779 -1.649
H19 0.260 3.801 -1.647
H20 1.244 2.687 -1.752
O7 1.123 3.535 -1.313
H21 0.046 0.324 -2.501
H22 0.235 0.601 -3.958
O8 0.106 -0.139 -3.357
H23 0.490 1.467 2.723
H24 -0.610 1.645 3.874
O9 -0.002 1.043 3.449

## Properties
Total charge: -1
Kohn-Sham gap (eV): 8.63
LUMO energy (eV): 2.82

---

(5)
C5H24O10 | ωB97M-V with the def2-TZVPD basis set

Geometry (Å):
O1 1.092 -1.692 1.789
C1 2.240 -1.855 1.448
C2 2.479 -2.106 -0.020
C3 1.220 -2.369 -0.861
C4 0.450 -1.108 -1.251
C5 -0.788 -0.802 -0.445
O2 -1.556 0.103 -0.672
H1 3.170 -1.700 2.015
H2 2.902 -1.193 -0.457
H3 3.153 -2.949 -0.206
H4 1.640 -2.814 -1.769
H5 0.554 -3.136 -0.463
H6 1.125 -0.256 -1.364
H7 0.128 -1.280 -2.285
H8 -0.938 -1.490 0.395
H9 -1.347 -3.845 -0.279
H10 -2.471 -3.107 0.488
O3 -2.230 -3.478 -0.366
H11 -2.411 1.680 1.053
H12 -1.781 2.936 0.531
O4 -2.267 2.578 1.283
H13 -2.856 -0.021 -2.427
H14 -2.344 -1.359 -3.158
O5 -2.478 -0.413 -3.216
H15 -0.541 -1.157 3.679
H16 -0.763 0.443 3.494
O6 -0.911 -0.331 3.982
H17 0.848 3.352 0.386
H18 0.093 3.360 1.818
O7 0.912 3.207 1.348
H19 2.263 1.766 1.348
H20 2.795 1.391 2.685
O8 2.786 1.086 1.778
H21 -0.050 2.891 -1.994
H22 1.348 3.571 -1.986
O9 0.665 3.256 -1.402
H23 -1.151 1.079 -2.788
H24 -0.637 1.872 -4.031
O10 -0.513 1.733 -3.096

## Properties
Kohn-Sham gap (eV): 10.47
LUMO energy (eV): 0.30

---

(6)
C5H24O7 | ωB97M-V with the def2-TZVPD basis set

Geometry (Å):
C1 3.739 -5.290 22.199
O1 4.534 -4.114 22.309
H1 4.402 -6.155 22.191
H2 3.108 -5.400 23.081
H3 3.148 -5.302 21.283
H4 5.006 -3.985 21.484
C2 0.346 -7.209 20.262
O2 0.714 -6.819 21.546
H5 1.031 -6.781 19.531
H6 0.407 -8.290 20.137
H7 -0.612 -6.750 20.016
H8 0.734 -5.863 21.466
C3 1.681 1.030 24.334
O3 2.236 -0.269 24.573
H9 0.706 1.107 24.815
H10 2.365 1.794 24.704
H11 1.450 1.143 23.275
H12 1.748 -0.984 24.157
C4 -1.042 -3.758 21.021
O4 0.340 -4.006 20.764
H13 -1.590 -4.616 21.408
H14 -1.115 -2.912 21.706
H15 -1.517 -3.560 20.061
H16 0.584 -3.434 20.033
C5 0.119 -5.513 24.903
O5 -0.700 -4.401 25.053
H17 0.570 -5.643 23.919
H18 1.008 -5.385 25.522
H19 -0.444 -6.423 25.107
H20 -1.411 -4.378 24.408
O6 4.836 -2.879 24.844
H21 4.974 -3.617 24.251
H22 4.220 -2.311 24.382
O7 1.909 -2.880 22.950
H23 2.708 -3.405 22.987
H24 1.376 -3.300 22.275

## Properties
Kohn-Sham gap (eV): 9.70
LUMO energy (eV): 0.02

---

Number 1: F_max 2.67 eV/Å, DFT total energy -18783.9286 eV. Number 2: F_max 3.06 eV/Å, DFT total energy -20838.2496 eV. Number 3: F_max 2.23 eV/Å, DFT total energy -34281.3190 eV. Number 4: F_max 3.06 eV/Å, DFT total energy -25494.8293 eV. Number 5: F_max 3.02 eV/Å, DFT total energy -26048.8336 eV. Number 6: F_max 1.52 eV/Å, DFT total energy -19904.2937 eV.